Density functional theory data (ωB97M-V/def2-TZVPD) for a 3-piece molecular cluster, C31H35N9O5PS overall in a non-equilibrium geometry.

Summary:
relative energy (zero: lowest compared OMol25 entry of this formula, charge and spin): 421.12 kJ/mol
2S+1: 1
HOMO level: -11.0 eV
HOMO-LUMO gap: 7.74 eV
total charge: +1

Atoms and positions in Å:
C1 3.57 -2.01 0.80
C2 4.32 -1.73 2.14
C3 4.84 -2.90 2.88
C4 5.59 -2.76 4.12
C5 5.81 -1.38 4.61
C6 5.30 -0.21 3.88
C7 4.53 -0.36 2.62
C8 4.09 0.98 1.94
N1 2.91 0.93 1.09
C9 2.63 0.83 -0.27
N2 3.53 0.70 -1.25
S1 5.24 0.57 -1.16
P1 2.84 0.66 -2.92
N3 2.65 2.19 -3.34
N4 1.26 0.88 -0.53
C10 0.63 0.96 0.70
C11 -0.89 1.04 0.94
C12 -1.71 -0.14 0.29
O1 -2.26 0.05 -0.77
N5 -1.91 -1.45 0.90
C13 -0.84 -2.33 0.33
C14 -1.75 -1.40 2.38
N6 1.67 0.98 1.63
C15 1.26 1.06 3.04
C16 0.77 2.36 3.52
C17 0.34 2.31 4.94
C18 0.47 1.01 5.60
N7 0.96 -0.17 5.14
C19 1.36 -0.16 3.84
H1 3.36 -3.12 0.76
H2 4.13 -1.73 -0.13
H3 2.55 -1.52 0.87
H4 4.66 -3.91 2.44
H5 5.98 -3.66 4.65
H6 6.40 -1.27 5.56
H7 5.54 0.79 4.32
H8 3.85 1.69 2.79
H9 5.00 1.43 1.46
H10 5.80 1.80 -0.89
H11 3.81 0.09 -3.82
H12 1.60 -0.04 -2.95
H13 2.94 2.77 -2.54
H14 -1.25 1.99 0.44
H15 -1.17 1.17 2.03
H16 -0.83 -2.15 -0.78
H17 -1.02 -3.41 0.56
H18 0.19 -2.03 0.70
H19 -2.03 -2.36 2.88
H20 -0.65 -1.23 2.59
H21 -2.33 -0.52 2.78
H22 0.70 3.28 2.89
H23 -0.08 3.21 5.44
H24 0.10 0.98 6.67
H25 1.75 -1.10 3.37
C20 -5.00 0.99 -1.47
C21 -4.18 2.10 -1.62
C22 -4.74 3.36 -1.75
C23 -6.12 3.50 -1.73
C24 -6.95 2.40 -1.60
C25 -6.38 1.14 -1.47
N8 -6.71 4.84 -1.84
O2 -5.95 5.79 -1.98
O3 -7.93 4.93 -1.79
H26 -4.56 0.00 -1.37
H27 -3.11 1.98 -1.62
H28 -4.09 4.22 -1.86
H29 -8.03 2.50 -1.59
H30 -7.02 0.27 -1.36
C26 -2.99 -3.61 -4.83
C27 -2.13 -3.33 -5.88
C28 -1.27 -2.24 -5.81
C29 -1.29 -1.44 -4.68
C30 -2.16 -1.70 -3.63
C31 -3.01 -2.79 -3.71
N9 -0.38 -0.30 -4.59
O4 0.36 -0.08 -5.54
O5 -0.39 0.37 -3.57
H31 -3.65 -4.47 -4.89
H32 -2.12 -3.97 -6.76
H33 -0.60 -2.03 -6.64
H34 -2.18 -1.07 -2.75
H35 -3.69 -3.01 -2.89

Density functional theory data (ωB97M-V/def2-TZVPD) for a 2-piece molecular cluster, C5H14NO2 overall in a non-equilibrium geometry.

Summary:
relative energy (zero: lowest compared OMol25 entry of this formula, charge and spin): 18.26 kJ/mol
2S+1: 1
HOMO level: -3.5 eV
HOMO-LUMO gap: 7.31 eV
total charge: -1

Atoms and positions in Å:
C1 -2.41 0.47 -0.84
C2 -0.97 0.10 -0.44
C3 -0.77 -1.27 0.18
C4 -1.53 -1.54 1.48
N1 -0.08 0.33 -1.59
C5 1.18 1.01 -1.15
O1 1.87 0.30 -0.27
H1 -2.88 -0.21 -1.56
H2 -3.09 0.61 0.00
H3 -2.33 1.45 -1.31
H4 -0.68 0.90 0.27
H5 -0.82 -2.08 -0.55
H6 0.29 -1.28 0.44
H7 -1.20 -2.49 1.90
H8 -2.60 -1.35 1.44
H9 -1.21 -0.81 2.25
H10 0.20 -0.56 -1.96
H11 1.78 1.22 -2.11
H12 0.97 2.06 -0.84
H13 2.33 0.62 1.04
H14 2.47 -0.24 2.38
O2 2.56 0.67 2.08

Density functional theory data (ωB97M-V/def2-TZVPD) for C29H33F6N9O4S3Zr as an isolated structure.

Summary:
relative energy (zero: lowest compared OMol25 entry of this formula, charge and spin): 110.91 kJ/mol
2S+1: 1
HOMO level: -13.1 eV
HOMO-LUMO gap: 7.58 eV
total charge: +2

Atoms and positions in Å:
Zr1 0.59 0.50 -0.04
C1 -1.94 -4.43 -4.09
C2 -1.06 -3.60 -3.19
C3 -0.53 -4.13 -2.01
C4 0.28 -3.39 -1.18
C5 0.63 -2.07 -1.50
N1 1.43 -1.27 -0.66
C6 2.34 -1.93 0.23
C7 3.61 -2.28 -0.21
C8 4.52 -2.86 0.64
C9 4.22 -3.09 1.98
C10 5.24 -3.68 2.91
C11 2.95 -2.75 2.43
C12 2.02 -2.19 1.56
N2 0.70 -1.93 2.04
C13 -0.11 -2.73 2.77
C14 -1.38 -2.20 2.73
C15 -1.28 -1.06 1.92
N3 -0.01 -0.90 1.55
C16 0.11 -1.55 -2.69
C17 -0.73 -2.30 -3.51
N4 0.49 -0.24 -3.13
C18 0.79 0.14 -4.38
C19 1.05 1.49 -4.36
C20 0.88 1.88 -3.04
N5 0.53 0.82 -2.29
H1 -1.37 -5.26 -4.52
H2 -2.35 -3.84 -4.90
H3 -2.77 -4.86 -3.53
H4 -0.76 -5.15 -1.74
H5 0.68 -3.83 -0.28
H6 3.87 -2.08 -1.25
H7 5.51 -3.13 0.27
H8 5.70 -4.57 2.47
H9 4.80 -3.96 3.87
H10 6.03 -2.96 3.11
H11 2.68 -2.90 3.47
H12 0.27 -3.62 3.23
H13 -2.26 -2.62 3.18
H14 -3.04 -0.82 0.85
H15 -1.12 -1.84 -4.41
H16 0.83 -0.58 -5.17
H17 1.33 2.11 -5.19
H18 1.01 2.84 -2.59
F1 -0.81 4.59 1.45
C21 0.49 4.67 1.71
F2 0.69 4.82 2.99
F3 1.03 5.65 1.02
S1 1.21 3.06 1.15
O1 0.83 2.90 -0.27
O2 0.57 1.96 1.87
N6 2.72 3.23 1.42
S2 3.60 1.93 1.11
O3 4.48 1.57 2.15
O4 2.71 0.87 0.57
C22 4.59 2.44 -0.37
F4 5.35 3.45 -0.05
F5 5.31 1.40 -0.75
F6 3.74 2.78 -1.34
C23 -2.64 4.41 -1.49
N7 -2.32 3.02 -1.19
C24 -2.91 1.99 -1.74
N8 -3.80 2.14 -2.71
S3 -2.48 0.36 -1.29
H19 -2.05 5.05 -0.84
H20 -3.70 4.61 -1.31
H21 -2.39 4.66 -2.53
H22 -1.67 2.80 -0.45
H23 -4.02 3.04 -3.11
H24 -4.30 1.34 -3.07
C25 -2.21 1.54 3.22
C26 -3.10 0.74 2.27
C27 -4.00 -0.18 3.09
C28 -4.00 1.70 1.49
C29 -2.30 -0.15 1.28
N9 -1.59 0.52 0.12
H25 -2.84 2.09 3.92
H26 -1.61 2.27 2.68
H27 -1.54 0.90 3.79
H28 -4.62 0.42 3.76
H29 -3.43 -0.87 3.72
H30 -4.67 -0.76 2.46
H31 -4.70 2.18 2.18
H32 -4.60 1.18 0.73
H33 -3.42 2.49 1.01

Density functional theory data (ωB97M-V/def2-TZVPD) for C5H6N2O as an isolated structure in a non-equilibrium geometry.

Summary:
relative energy (zero: lowest compared OMol25 entry of this formula, charge and spin): 494.18 kJ/mol
2S+1: 1
HOMO level: -10.9 eV
HOMO-LUMO gap: 10.40 eV

Atoms and positions in Å:
C1 -1.29 1.11 -0.21
C2 -0.48 0.02 0.47
C3 -0.64 -1.41 0.14
C4 1.63 -0.62 -0.20
C5 1.92 0.83 -0.33
H1 -0.26 1.82 -0.81
H2 -2.04 0.58 -0.89
H3 -2.01 1.61 0.83
H4 0.10 0.27 1.27
H5 -0.44 -2.19 0.86
H6 -1.52 -1.58 -0.61
N1 0.29 -0.65 -0.75
N2 2.37 1.81 0.18
O1 2.37 -1.60 0.06

Density functional theory data (ωB97M-V/def2-TZVPD) for C6H26N12O8Y as an isolated structure in a non-equilibrium geometry.

Summary:
relative energy (zero: lowest compared OMol25 entry of this formula, charge and spin): 0.00 kJ/mol
2S+1: 1
HOMO level: -10.1 eV
HOMO-LUMO gap: 7.95 eV
total charge: +1

Atoms and positions in Å:
Y1 -1.02 3.63 2.86
O1 -1.37 2.46 4.69
H1 -1.34 2.74 5.61
O2 0.24 5.25 3.59
H2 0.34 6.20 3.55
C1 -4.38 2.91 1.63
O3 -3.28 3.24 2.07
N1 -5.50 3.20 2.34
N2 -4.54 2.31 0.44
H3 -6.42 2.92 2.08
H4 -5.30 3.60 3.24
H5 -5.47 2.24 0.06
H6 -3.74 2.15 -0.13
C2 -3.73 4.80 4.87
O4 -2.84 4.85 4.06
N3 -4.75 5.72 4.91
N4 -3.90 3.78 5.76
H7 -5.46 5.68 5.61
H8 -4.63 6.59 4.42
H9 -3.21 3.04 5.69
H10 -4.61 3.75 6.47
C3 -1.17 0.29 1.49
O5 -1.32 1.36 2.03
N5 -1.38 0.08 0.15
N6 -0.77 -0.81 2.17
H11 -1.75 0.80 -0.45
H12 -1.14 -0.80 -0.26
H13 -0.48 -1.62 1.65
H14 -0.54 -0.68 3.14
C4 -1.67 5.98 0.28
O6 -1.55 5.46 1.38
N7 -1.66 7.33 0.12
N8 -1.81 5.27 -0.88
H15 -1.90 7.73 -0.77
H16 -1.34 7.92 0.86
H17 -1.82 5.78 -1.74
H18 -1.93 4.28 -0.92
C5 1.07 3.13 0.02
O7 0.19 3.37 0.83
N9 1.28 1.90 -0.54
N10 1.91 4.11 -0.41
H19 2.19 1.70 -0.91
H20 0.68 1.16 -0.22
H21 1.82 4.99 0.07
H22 2.71 3.96 -1.00
C6 2.26 2.32 3.41
O8 1.05 2.42 3.36
N11 3.11 3.22 2.83
N12 2.90 1.31 4.10
H23 2.68 4.07 2.52
H24 4.09 3.18 3.02
H25 3.83 1.11 3.77
H26 2.31 0.56 4.43

Density functional theory data (ωB97M-V/def2-TZVPD) for one molecule with the formula C5H9NO.

Summary:
relative energy (zero: lowest compared OMol25 entry of this formula, charge and spin): 88.73 kJ/mol
2S+1: 1
HOMO level: -9.3 eV
structure (SMILES): C[C@H]1CN(C)C1=O
HOMO-LUMO gap: 10.22 eV

Atoms and positions in Å:
C1 2.18 -0.45 0.24
C2 1.06 0.49 -0.17
C3 -0.06 -0.08 -1.08
N1 -1.00 0.21 0.00
C4 -2.39 -0.10 0.18
C5 -0.05 0.67 0.87
O1 -0.12 1.04 2.02
H1 1.78 -1.43 0.54
H2 2.73 -0.04 1.10
H3 2.90 -0.61 -0.58
H4 1.46 1.45 -0.53
H5 -0.26 0.48 -2.00
H6 0.04 -1.15 -1.31
H7 -2.81 0.60 0.91
H8 -2.92 0.01 -0.76
H9 -2.54 -1.12 0.56

Density functional theory data (ωB97M-V/def2-TZVPD) for a 2-piece molecular cluster, C7H15BrClNO8P2 overall in a non-equilibrium geometry.

Summary:
2S+1: 1
HOMO level: -8.5 eV
HOMO-LUMO gap: 6.75 eV

Atoms and positions in Å:
O1 1.44 3.12 2.47
C1 0.47 2.16 2.40
Br1 0.02 1.23 4.11
C2 -0.24 1.94 0.94
C3 -0.18 0.41 0.36
P1 1.53 -0.43 0.36
P2 3.18 0.97 0.56
O2 3.61 0.98 2.09
O3 2.94 2.54 -0.15
O4 4.55 0.24 -0.31
C4 -1.23 -0.64 1.06
C5 -2.69 -0.77 0.31
C6 -3.09 0.62 -0.46
N1 -2.03 1.14 -1.41
C7 -0.66 0.51 -1.24
H1 0.33 2.63 0.15
H2 -1.36 2.33 0.93
H3 1.53 -1.24 1.58
H4 2.42 2.47 -1.00
H5 4.56 -0.75 -0.17
H6 -1.43 -0.46 2.20
H7 -0.71 -1.71 0.99
H8 -3.49 -0.98 1.17
H9 -2.69 -1.73 -0.39
H10 -4.10 0.43 -1.07
H11 -3.35 1.48 0.32
H12 -1.97 2.20 -1.34
H13 -2.39 0.93 -2.39
H14 -0.66 -0.58 -1.66
H15 0.17 1.18 -1.77
O5 -0.17 -3.41 -1.42
Cl1 1.10 -4.04 -1.73
O6 2.17 -3.35 -1.03
O7 1.34 -3.99 -3.16
O8 1.06 -5.43 -1.30

Density functional theory data (ωB97M-V/def2-TZVPD) for C13H4BF7NO3PdS2 as an isolated structure.

Summary:
relative energy (zero: lowest compared OMol25 entry of this formula, charge and spin): 0.00 kJ/mol
2S+1: 3
HOMO level (spin up / spin down): -4.6 / -5.2 eV
HOMO-LUMO gap (spin up / spin down): 7.29 / 6.67 eV
total charge: -1

Atoms and positions in Å:
Pd1 -1.50 -2.28 -0.75
F1 4.72 -1.37 1.67
C1 3.47 -1.82 1.58
C2 2.96 -2.24 0.36
F2 3.74 -2.19 -0.73
C3 1.67 -2.70 0.28
F3 1.22 -3.08 -0.92
C4 0.82 -2.76 1.38
S1 -0.86 -3.24 1.27
C5 1.37 -2.34 2.60
F4 0.62 -2.34 3.70
C6 2.66 -1.88 2.70
F5 3.15 -1.47 3.88
O1 -0.67 -0.17 -2.91
C7 -0.63 0.34 -1.81
N1 -0.47 -0.35 -0.64
S2 -0.71 0.61 0.67
O2 -2.00 0.40 1.26
O3 0.45 0.56 1.54
C8 -0.73 2.13 -0.24
C9 -0.77 3.44 0.23
C10 -0.81 4.44 -0.73
C11 -0.81 4.14 -2.09
C12 -0.76 2.83 -2.53
C13 -0.72 1.83 -1.58
H1 -0.77 3.66 1.29
H2 -0.84 5.48 -0.41
H3 -0.85 4.95 -2.81
H4 -0.76 2.57 -3.58
F6 -4.31 -1.70 -1.77
B1 -3.57 -2.37 -0.88
F7 -4.31 -3.08 0.00